1.
Computed, not measured: a structure of composition C22H24IInN4O2S, with wB97M-V/def2-TZVPD.

```
! RIJCOSX wB97M-V def2-TZVPD def2/J DEFGRID3
* xyz 2 1
In 1.2504 -0.9015 0.2868
C -1.2136 0.7625 3.9275
C -1.6359 1.3107 2.6151
N -2.7450 1.9668 2.5108
C -3.1535 2.5642 1.4112
C -2.3772 2.5740 0.2627
C -2.9010 3.2689 -0.9832
O -1.9475 4.0711 -1.6375
C -1.1917 1.7963 0.2627
C -0.4873 1.6945 -0.9868
N 0.2826 0.7463 -1.4036
C 0.6239 0.7606 -2.7559
C -0.2889 1.2174 -3.7226
C 0.0246 1.2395 -5.0662
C 1.2386 0.7280 -5.5057
C 2.1450 0.2292 -4.5856
C 1.8458 0.2753 -3.2353
I 3.3790 -0.2992 -1.8671
C -0.7863 1.1386 1.4514
O 0.3206 0.5173 1.6158
H -2.0110 0.8824 4.6560
H -0.3291 1.2894 4.2835
H -0.9534 -0.2924 3.8152
H -4.1351 3.0165 1.4556
H -3.7943 3.8480 -0.7342
H -3.1967 2.4978 -1.7077
H -1.8880 4.9403 -1.2249
H -0.6640 2.5340 -1.6581
H -1.2585 1.5721 -3.4031
H -0.6805 1.6511 -5.7717
H 1.4871 0.7317 -6.5538
H 3.0921 -0.1676 -4.9170
C 0.3615 -4.2573 1.1418
C -0.5095 -3.2353 0.4870
C -1.4741 -2.5400 1.2288
C -2.3757 -1.6963 0.6041
C -2.3309 -1.5136 -0.7739
C -1.3716 -2.1736 -1.5237
C -0.4631 -3.0230 -0.9030
H -0.2004 -5.1897 1.2353
H 0.6480 -3.9454 2.1479
H 1.2557 -4.4614 0.5527
H -1.5540 -2.7178 2.2937
H -3.1489 -1.2132 1.1846
H -3.0687 -0.8908 -1.2579
H -1.3561 -2.0660 -2.6008
H 0.2146 -3.6169 -1.5066
N 3.8391 -1.0650 4.1322
C 4.4685 -0.7660 3.0056
N 5.6759 -0.2228 3.0334
S 3.7910 -1.0729 1.4628
H 4.2801 -0.9195 5.0306
H 2.9259 -1.4901 4.1241
H 6.1838 -0.0850 3.8948
H 6.1566 -0.0025 2.1737
*
```

Calculated values
* relative energy (zero: lowest compared OMol25 entry of this formula, charge and spin): 1.185 eV
* HOMO-LUMO gap: 4.703 eV
* LUMO: -0.3184 Ha

***

2.
Computed, not measured: a structure of composition H22O35S6Zn3, with wB97M-V/def2-TZVPD.

```
! RIJCOSX wB97M-V def2-TZVPD def2/J DEFGRID3
* xyz -5 2
Zn 4.4464 -2.2519 27.5311
Zn 2.0925 -2.4225 23.1134
Zn 6.4686 -0.2553 23.4677
S 5.1027 -3.1962 24.4241
O 5.7136 -1.9680 23.9127
O 4.9935 -3.1199 25.8873
O 3.7705 -3.2248 23.7871
O 5.8535 -4.3478 23.9712
S 1.6840 -1.1647 26.0096
O 2.7207 -1.9385 26.7011
O 0.4880 -1.2210 26.8138
O 2.1937 0.2076 25.9436
O 1.3309 -1.6766 24.6857
S 2.7184 -4.6403 29.1167
O 3.6285 -3.6665 28.4733
O 3.4188 -5.9054 29.3773
O 2.3290 -4.0751 30.3774
O 1.5139 -4.8345 28.3632
S 5.5687 0.7305 26.4909
O 6.7725 1.0595 27.2106
O 4.5144 1.7725 26.5336
O 5.9863 0.4177 25.1309
O 5.0551 -0.4945 27.0596
S 7.6317 -2.4044 28.4312
O 8.2121 -3.0792 29.5970
O 7.8659 -0.9871 28.5692
O 8.1414 -2.9345 27.1513
O 6.1875 -2.5167 28.4744
S 3.5708 0.6876 22.5483
O 3.5404 1.5584 23.7340
O 3.0686 1.4060 21.3998
O 4.9551 0.3640 22.3835
O 2.8808 -0.6099 22.8129
O 8.2099 -4.5421 25.2884
H 8.2823 -3.9463 26.0340
H 7.4641 -4.2110 24.7881
O 1.0148 -4.1245 23.2691
H 0.7772 -4.6417 24.0387
H 0.8651 -4.7129 22.5291
O 7.4263 -1.1642 21.7757
H 8.1318 -0.8828 21.1932
H 7.5024 -2.1180 21.8016
O 7.1005 -7.0321 22.6330
H 6.3722 -6.4688 22.3712
H 7.8793 -6.4884 22.5139
O 2.8962 -3.0259 20.9355
H 3.4838 -3.6126 20.4593
H 2.1426 -2.9182 20.3553
O 5.7942 -5.3279 27.9535
H 6.6592 -5.0662 27.6379
H 5.3512 -4.5028 28.1514
O 5.5883 -7.0106 25.1106
H 5.5648 -6.0865 24.8619
H 4.9878 -7.0746 25.8533
O 5.0979 -4.9165 21.5231
H 5.6098 -4.7620 20.7291
H 5.3982 -4.2458 22.1365
O 2.1456 -4.3275 25.7323
H 2.5295 -4.5715 24.8901
H 2.5758 -3.5041 25.9628
O 8.3051 -0.9518 24.3962
H 9.1678 -0.6783 24.7080
H 7.9387 -1.4605 25.1195
O 8.1824 -4.2079 21.7695
H 9.1328 -4.1982 21.8828
H 7.8344 -4.2158 22.6611
*
```

Calculated values
* expectation value of S²: 0.763
* HOMO-LUMO gap: 1.477 eV
* LUMO: 0.2783 Ha

***

3.
Computed, not measured: a cluster of 3 separate species, CH6NO4 in total, with wB97M-V/def2-TZVPD.

```
! RIJCOSX wB97M-V def2-TZVPD def2/J DEFGRID3
* xyz -1 1
N -0.0516 -1.7055 -0.2911
C -0.1254 -0.2579 0.2271
O -1.2148 0.2608 0.7233
O 0.8888 0.4075 -0.1060
H -0.6689 -2.4522 -0.4863
H 0.9470 -1.8486 -0.6069
H 4.0972 0.7173 -0.9008
H 2.8032 0.6492 -1.8777
O 3.7481 0.6156 -1.8392
H -4.1837 1.0219 2.0417
H -2.7453 0.9615 1.5041
O -3.4947 1.6303 1.6119
*
```

Calculated values
* relative energy (zero: lowest compared OMol25 entry of this formula, charge and spin): 1.463 eV
* HOMO-LUMO gap: 8.553 eV
* LUMO: 0.1468 Ha

***

4.
Computed, not measured: a structure of composition C4H10F4Li2N2O10S4, with wB97M-V/def2-TZVPD.

```
! RIJCOSX wB97M-V def2-TZVPD def2/J DEFGRID3
* xyz 0 1
Li 16.7884 12.9727 -9.5488
Li 16.1949 16.5608 -7.3427
N 13.5561 15.5221 -5.9332
S 12.7257 14.5370 -6.9888
O 11.5368 13.7639 -6.6409
O 13.6837 13.9458 -7.9528
F 12.0159 15.6902 -7.9007
S 13.2961 14.5924 -4.7465
O 13.8740 13.2642 -4.8634
O 12.0769 14.7289 -3.9642
F 14.4523 15.4235 -3.8963
N 18.9792 15.0366 -8.2010
S 20.1751 15.8190 -9.0899
O 20.9903 14.8979 -9.9611
O 20.7642 17.0565 -8.6426
F 19.0576 16.4525 -10.1219
S 20.0845 14.6596 -7.2008
O 20.5277 15.7418 -6.2914
O 20.9590 13.5420 -7.4383
F 18.9873 13.9184 -6.2734
C 15.3628 9.3168 -8.6717
O 16.5787 10.0985 -8.7639
C 17.5798 9.3384 -9.3257
C 17.7052 9.2733 -10.8913
O 17.6694 10.6870 -11.3417
C 18.2096 10.9064 -12.5570
H 15.1655 8.7538 -9.5840
H 14.4521 9.9145 -8.7104
H 15.2875 8.6194 -7.8375
H 17.6800 8.3449 -8.8887
H 18.3760 9.9948 -8.9749
H 16.8030 8.7752 -11.2460
H 18.6709 8.8494 -11.1669
H 17.7245 10.2914 -13.3149
H 19.2509 10.5852 -12.5830
H 18.1879 11.9244 -12.9460
*
```

Calculated values
* relative energy (zero: lowest compared OMol25 entry of this formula, charge and spin): 6.408 eV
* HOMO-LUMO gap: 7.600 eV
* LUMO: -0.0992 Ha

***

5.
Computed, not measured: a cluster of 2 separate species, C2HO4S in total, with wB97M-V/def2-TZVPD.

```
! RIJCOSX wB97M-V def2-TZVPD def2/J DEFGRID3
* xyz -1 1
C -0.9479 0.4778 0.0688
C 0.2599 1.2397 -0.2844
O 0.2091 -1.2775 1.9111
O 0.5028 2.3469 -0.7434
O 0.2021 -2.8138 -1.1391
O 1.2818 0.4732 0.3317
S 0.1729 -0.7875 0.5280
H -1.6806 0.3413 -0.6728
*
```

Calculated values
* relative energy (zero: lowest compared OMol25 entry of this formula, charge and spin): 6.172 eV
* HOMO-LUMO gap (alpha / beta): 6.216 / 7.548 eV
* LUMO (alpha / beta): 0.0642 / 0.1090 Ha

***

6.
Computed, not measured: a structure of composition C18H25B2CoF4N8O4S, with wB97M-V/def2-TZVPD.

```
! RIJCOSX wB97M-V def2-TZVPD def2/J DEFGRID3
* xyz 1 2
Co 0.5002 0.0198 0.0281
C -3.8591 -0.1907 -0.5474
C -2.3699 -0.2948 -0.6049
N -1.6042 0.9924 -0.5187
O -2.2109 1.9940 -0.0316
B -1.1888 3.1623 -0.0769
F -1.8101 4.2307 0.4713
F -0.7634 3.2845 -1.3824
O -0.0302 2.8215 0.8120
N 0.8687 1.9028 0.4133
C 2.1093 2.1776 0.5992
C 2.6112 3.4924 1.0826
C 3.0017 1.0241 0.3714
N 2.3857 -0.0724 0.0888
O 3.1286 -1.1619 -0.0299
B 2.4754 -2.4152 -0.6209
F 2.2120 -2.1715 -1.9651
F 3.3268 -3.4302 -0.3646
O 1.1865 -2.6677 0.0979
N 0.2392 -1.8125 -0.3541
C -0.7059 -2.2537 -1.0854
C -0.8102 -3.7026 -1.4298
C 4.4834 1.0585 0.5051
H -4.1314 0.5284 0.2216
H -4.2985 -1.1532 -0.2907
H -4.2603 0.1533 -1.4984
H 1.8269 4.2392 1.0182
H 3.4730 3.8093 0.4963
H 2.9261 3.4093 2.1257
H -0.1650 -4.2836 -0.7801
H -0.4784 -3.8569 -2.4600
H -1.8358 -4.0573 -1.3503
H 4.8339 2.0236 0.8571
H 4.9439 0.8320 -0.4587
H 4.8051 0.2746 1.1913
C -0.2046 -1.1061 5.7053
C -0.6889 0.2003 5.0919
N -1.5367 -0.0222 3.9172
C -1.1038 -0.2072 2.6888
S 0.5426 -0.2401 2.2804
N -2.1281 -0.4502 1.7804
N -1.6347 -0.4141 0.6041
C -1.6428 -1.1930 -1.7121
C -2.6947 -1.8745 -2.5824
C -0.7011 -0.3128 -2.5540
C -0.9115 -0.0660 -3.8919
C -0.0023 0.7115 -4.6035
C 1.0970 1.2253 -3.9551
C 1.2423 0.9539 -2.6049
N 0.3749 0.2079 -1.9335
H 0.4306 -0.8955 6.5646
H 0.3779 -1.6774 4.9824
H -1.0419 -1.7185 6.0396
H 0.1551 0.8102 4.7698
H -1.2789 0.7766 5.8007
H -2.5394 -0.0790 4.0354
H -3.3304 -2.5138 -1.9727
H -2.2317 -2.4872 -3.3527
H -3.3364 -1.1406 -3.0651
H -1.7741 -0.4716 -4.3979
H -0.1650 0.9037 -5.6553
H 1.8329 1.8289 -4.4653
H 2.0781 1.3455 -2.0440
*
```

Calculated values
* expectation value of S²: 0.772
* relative energy (zero: lowest compared OMol25 entry of this formula, charge and spin): 1.338 eV
* HOMO-LUMO gap (alpha / beta): 7.946 / 7.402 eV
* LUMO (alpha / beta): -0.1372 / -0.1841 Ha

***

7.
Computed, not measured: a structure of composition C30H44FN3NaO6S2, with wB97M-V/def2-TZVPD.

```
! RIJCOSX wB97M-V def2-TZVPD def2/J DEFGRID3
* xyz 1 1
C 3.8858 2.9461 -1.2994
N 4.8872 1.8371 -1.2934
C 4.6485 0.8905 -0.1356
C 3.1865 0.1934 -0.2646
C 3.0327 -0.8703 -1.4110
C 4.2041 -1.2807 -2.4215
C 4.0109 -0.6776 -3.9096
O 2.8223 0.1423 -4.0678
C 1.6281 -1.5485 -1.5368
C 1.3919 -2.6615 -2.6729
C 1.4533 -4.1203 -1.9484
C 1.2237 -5.3322 -2.9857
F 2.7152 -4.2101 -1.2294
C 0.4330 -1.1468 -0.6032
C 0.5534 -0.0879 0.5141
C 1.9758 0.5797 0.6703
C 2.2644 1.6933 1.7822
C 3.1702 0.9795 2.9434
C 3.8244 2.1629 3.8631
S 5.5503 2.6192 3.3354
O 6.3321 3.3515 4.3947
O 5.3711 3.6038 2.1811
O 6.4400 1.3038 2.7870
N -0.4847 0.4147 1.4259
C -0.9065 1.7834 0.8849
N -1.0764 2.7894 1.9676
C -0.6372 4.1566 1.5679
C -1.7072 -0.3881 1.4952
C -2.6865 -0.0356 2.6830
C -4.0642 -0.7679 2.8745
C -4.5373 -1.8779 1.8942
C -5.9368 -2.6453 1.9835
C -6.6863 -2.3743 0.5519
C -6.9256 -0.8000 0.2716
C -6.0066 -0.2414 -0.9575
O -4.9915 0.7005 -0.4959
C -4.0298 0.9562 -1.5150
C -3.6298 2.4464 -2.0192
O -3.4444 0.0121 -2.1280
C -3.5652 -2.2448 0.7261
C -2.1929 -1.5039 0.5388
S -1.1727 -1.9943 -0.9067
H 2.8478 2.6090 -1.6933
H 3.7902 3.5022 -0.3077
H 4.2616 3.7243 -2.0706
H 4.7504 1.3372 -2.1925
H 5.4671 0.0948 -0.1514
H 4.7555 1.5288 0.8031
H 4.3028 -2.4236 -2.5538
H 5.2182 -0.9151 -2.0443
H 4.9032 -0.0480 -4.2728
H 3.9063 -1.5591 -4.6536
H 2.4865 -0.0102 -4.9867
H 0.3351 -2.6020 -3.1387
H 2.1724 -2.6244 -3.5130
H 0.6169 -4.1594 -1.1676
H 2.0979 -6.0863 -2.9301
H 0.3050 -5.9194 -2.5983
H 0.9847 -4.9961 -4.0502
H 2.8924 2.5734 1.4117
H 1.3257 2.0720 2.3130
H 2.5551 0.2338 3.5660
H 4.0371 0.3729 2.4961
H 3.1818 3.0973 3.6378
H 3.7519 1.8262 4.9533
H 6.8157 1.5088 1.8940
H -1.9382 1.6037 0.3831
H -0.1657 2.1565 0.0795
H -2.0493 2.7754 2.2995
H -1.3584 4.9512 2.0014
H -0.6354 4.3378 0.4285
H 0.4032 4.4491 1.9805
H -2.3943 0.7919 3.4271
H -4.7897 -0.4851 3.7208
H -6.6491 -2.1582 2.7763
H -5.8457 -3.7930 2.0950
H -7.7252 -2.8846 0.5959
H -6.0925 -2.9037 -0.2678
H -6.6192 -0.1725 1.1817
H -8.0111 -0.5780 -0.0154
H -5.5407 -1.1926 -1.4267
H -6.6563 0.2090 -1.8036
H -2.8193 2.3470 -2.8329
H -4.5367 2.9537 -2.4908
H -3.1593 3.0212 -1.1521
H -3.8711 -3.0723 -0.0050
Na -7.6307 -4.2465 2.7398
*
```

Calculated values
* HOMO-LUMO gap: 4.489 eV
* LUMO: -0.1745 Ha

***

8.
Computed, not measured: the molecule C7H12O, with wB97M-V/def2-TZVPD.

```
! RIJCOSX wB97M-V def2-TZVPD def2/J DEFGRID3
* xyz 0 1
C -2.7549 0.7490 -0.1326
C -1.9341 -0.1463 0.4450
C -1.0641 -0.9506 -0.3667
C 0.3794 -1.1350 0.1332
C 1.1723 0.0998 -0.2551
C 2.6651 -0.0147 -0.0035
C 0.6371 1.3670 0.3595
O 0.2247 2.3758 -0.2393
H -2.7178 0.9598 -1.1991
H -3.5127 1.2127 0.4037
H -2.1751 -0.2998 1.4434
H -0.9921 -0.5560 -1.3927
H -1.5691 -1.9352 -0.4899
H 0.7393 -2.0591 -0.3301
H 0.2785 -1.2588 1.1892
H 0.8960 0.3407 -1.3298
H 3.1243 -0.8492 -0.4859
H 3.1152 0.9102 -0.3446
H 2.7204 -0.2260 1.0868
H 0.7676 1.4158 1.5084
*
```

Calculated values
* relative energy (zero: lowest compared OMol25 entry of this formula, charge and spin): 1.449 eV
* structure (SMILES): C=CCC[C@H](C)C=O
* HOMO-LUMO gap: 10.253 eV
* LUMO: 0.0317 Ha

***

9.
Computed, not measured: the molecule C2H3N3OS, with wB97M-V/def2-TZVPD.

```
! RIJCOSX wB97M-V def2-TZVPD def2/J DEFGRID3
* xyz 0 1
O -0.1172 2.0796 -0.0206
C 0.2775 0.8119 0.0022
N 1.4632 0.2850 0.0052
C 1.2179 -1.0703 0.0014
N -0.0287 -1.3566 -0.0389
N -0.6407 -0.1910 -0.0461
S -2.3929 -0.0103 -0.0017
H 0.7358 2.5353 -0.0033
H 2.0711 -1.7439 0.0337
H -2.5859 -1.3397 0.0680
*
```

Calculated values
* relative energy (zero: lowest compared OMol25 entry of this formula, charge and spin): 0.592 eV
* structure (SMILES): Oc1ncnn1S
* HOMO-LUMO gap: 9.618 eV
* LUMO: 0.0187 Ha